Entry 1:
Here is 2 unconnected molecules or ions with the total composition C28H56IN2O4S2 at a distorted geometry from OMol25. Energies are from ωB97M-V with the def2-TZVPD basis set.

Computed properties:
Frontier orbital gap in eV: 4.27
Highest occupied orbital energy in eV: -2.664
Electronic energy in eV: -70884.3905

```
! RIJCOSX wB97M-V def2-TZVPD def2/J DEFGRID3
* xyz -1 1
I 4.17 -1.49 -3.43
S -0.58 0.31 0.61
S -2.66 -0.65 -1.26
O -5.71 3.06 -1.16
O 8.54 -4.24 -2.27
O 1.93 -3.84 -3.09
O 9.01 -3.16 -4.13
N -3.12 0.33 1.28
N 5.39 -4.09 -4.32
C -0.45 4.48 1.07
C -0.32 -2.98 -2.81
C -1.61 4.45 2.09
C 1.70 -0.49 5.26
C 0.52 -0.88 6.17
C 0.48 5.94 -0.86
C -0.19 5.91 0.53
C 1.73 1.00 4.83
C 1.75 5.07 -0.98
C -5.74 2.70 -2.45
C -1.21 -0.58 -2.34
C 2.96 -4.21 -3.99
C -0.12 -1.62 -2.04
C 0.82 -3.26 -3.77
C 4.30 -3.65 -3.48
C -2.17 0.01 0.31
C -2.30 3.07 2.14
C -3.93 -0.83 1.67
C -3.14 -1.68 2.69
C -7.02 1.88 -2.75
C -3.94 1.53 0.94
C -2.60 -0.85 3.85
C -0.86 -0.53 5.63
C 8.46 -4.06 -3.63
C 6.21 -5.15 -3.72
C 7.63 -5.08 -4.36
C -1.32 -1.44 4.47
C -3.04 2.75 0.85
H 0.60 -1.96 6.35
H -4.90 2.06 -2.82
H 0.45 -3.97 -4.53
H -2.97 3.07 3.01
H -3.79 -2.45 3.10
H 6.30 -5.01 -2.64
H -2.35 2.70 0.00
H 1.16 -2.33 -4.26
H 7.56 -4.78 -5.40
H 5.02 -4.39 -5.21
H -0.52 -1.38 3.72
H -0.35 -3.78 -2.06
H 2.61 -0.68 5.84
H 2.44 1.58 5.42
H 1.76 -1.14 4.39
H 5.81 -6.15 -3.93
H -2.31 -2.14 2.12
H 0.61 -0.42 7.17
H -0.01 -1.85 -0.99
H -0.78 0.42 -2.24
H -3.68 3.62 0.64
H -2.34 0.17 3.56
H 3.03 -5.31 -4.03
H -1.45 -2.47 4.81
H -4.85 -0.53 2.18
H 2.06 1.04 3.79
H 0.47 4.20 1.61
H -0.98 0.51 5.32
H -0.26 5.72 -1.64
H -0.57 3.76 0.26
H 9.45 -4.07 -1.99
H 1.74 4.19 -0.33
H -7.92 2.47 -2.54
H -1.50 -0.68 -3.39
H -2.34 5.22 1.82
H 0.85 -1.23 -2.37
H -7.05 1.59 -3.81
H -1.16 6.42 0.45
H -1.26 -2.91 -3.35
H -1.59 -0.69 6.44
H 0.76 1.49 4.86
H -1.50 2.35 2.38
H 4.42 -4.03 -2.46
H -5.75 3.53 -3.21
H -7.06 0.97 -2.15
H 0.79 6.98 -1.03
H -3.33 -0.74 4.67
H -4.26 -1.44 0.82
H 2.65 5.67 -0.82
H -1.19 4.68 3.08
H 0.42 6.51 1.21
H 1.81 4.70 -2.01
H -4.60 1.71 1.80
H 8.13 -6.05 -4.26
H -4.60 1.40 0.07
H 2.72 -3.84 -4.99
*
```


Entry 2:
Here is 4 unconnected molecules or ions with the total composition C28H56O6 at a distorted geometry from OMol25. Energies are from ωB97M-V with the def2-TZVPD basis set.

Computed properties:
Frontier orbital gap in eV: 8.73
Highest occupied orbital energy in eV: -9.612
SMILES string: CCOCCOC1=C(OCC)C(=O)OC1=O.CCCCCC.CCCCCC.CCCCCC
Electronic energy in eV: -42226.2618

```
! RIJCOSX wB97M-V def2-TZVPD def2/J DEFGRID3
* xyz 0 1
O -1.15 -2.37 0.07
O -1.05 1.37 1.01
O -2.70 -1.51 1.53
O 1.00 0.31 -1.19
O 0.56 -2.67 -1.52
O -1.11 0.69 -3.17
C -0.09 -1.93 -0.78
C 5.12 -0.44 -2.76
C 5.06 -0.27 5.86
C 4.73 0.94 4.98
C 5.64 0.22 -5.78
C 2.76 -0.19 3.74
C -7.52 -2.41 -0.23
C 4.56 0.87 -4.92
C 3.51 -0.42 2.43
C -3.55 1.10 -3.67
C -1.71 -1.27 0.82
C -0.92 0.06 0.52
C -0.89 2.50 3.19
C 0.61 1.66 -1.54
C 6.97 0.95 -5.73
C 3.92 -1.38 -2.83
C -0.81 1.78 -2.28
C -5.80 -0.58 0.39
C -9.02 -1.98 1.79
C -2.46 0.19 -2.88
C -6.19 -2.06 0.43
C 3.27 1.02 4.52
C 4.29 -0.29 7.18
C 4.86 0.92 -3.42
C 0.01 -0.37 -0.46
C -5.61 -0.05 -1.02
C -1.72 1.41 2.31
C -8.74 -1.67 0.32
H -8.63 -0.59 0.19
H 4.57 -0.64 2.60
H -0.75 2.73 -2.94
H 4.59 -1.15 7.78
H -2.68 0.17 -1.76
H -4.84 -0.61 -1.55
H 4.88 -1.20 5.32
H 5.29 0.20 -6.82
H -7.68 -3.49 -0.13
H 4.15 -2.32 -2.32
H -2.79 1.81 2.20
H 4.01 1.40 -2.91
H -0.51 3.36 2.55
H 5.39 0.93 4.11
H 1.40 2.05 -2.29
H -5.40 -2.65 -0.05
H -4.86 -0.45 0.94
H 1.70 -0.03 3.50
H 5.79 -0.83 -5.49
H 3.21 -0.36 7.02
H 0.71 2.35 -0.63
H 2.62 1.18 5.38
H 7.40 0.95 -4.72
H -7.45 -2.22 -1.31
H 3.66 -1.63 -3.86
H 6.13 -0.25 6.09
H -9.62 -1.97 -0.27
H 3.61 0.35 -5.09
H -3.81 2.04 -3.08
H -6.20 -2.39 1.48
H 5.72 1.56 -3.23
H -6.54 -0.10 -1.60
H -1.67 0.44 2.89
H -6.55 0.02 0.91
H 4.49 0.62 7.76
H -3.16 1.39 -4.72
H 7.70 0.46 -6.39
H 4.97 1.85 5.53
H -9.17 -3.05 1.94
H -8.19 -1.66 2.43
H 2.81 -1.09 4.35
H -1.55 2.82 4.07
H 5.99 -0.92 -3.21
H 5.37 -0.28 -1.71
H -0.03 1.89 3.66
H -4.47 0.44 -3.79
H -1.60 2.00 -1.49
H -5.31 1.00 -0.99
H 3.16 1.92 3.89
H 4.40 1.90 -5.27
H -2.59 -0.89 -3.25
H 3.05 -0.94 -2.35
H 3.08 -1.28 1.90
H -9.91 -1.45 2.12
H 3.44 0.45 1.78
H 6.86 1.99 -6.06
*
```


Entry 3:
Here is 7 unconnected molecules or ions with the total composition C28H56O7 at a distorted geometry from OMol25. Energies are from ωB97M-V with the def2-TZVPD basis set.

Computed properties:
Frontier orbital gap in eV: 9.78
Highest occupied orbital energy in eV: -9.321
SMILES string: C1CCOC1.C1CCOC1.C1CCOC1.C1CCOC1.C1CCOC1.C1CCOC1.C1CCOC1
Electronic energy in eV: -44273.2504

```
! RIJCOSX wB97M-V def2-TZVPD def2/J DEFGRID3
* xyz 0 1
O 16.62 31.69 -4.85
O 15.32 24.82 -0.29
O 22.00 27.76 -9.88
O 21.38 27.23 0.12
O 19.72 26.35 -5.62
O 17.85 23.27 -8.42
O 19.05 31.58 0.05
C 14.32 25.75 -0.71
C 23.13 25.87 -0.50
C 17.24 23.63 -6.21
C 22.17 28.07 -0.70
C 18.17 32.36 -0.77
C 15.66 24.00 -1.41
C 15.43 32.60 -6.71
C 18.68 32.25 -2.21
C 15.32 32.18 -5.25
C 18.89 26.97 -4.65
C 20.94 28.20 -5.03
C 23.15 26.94 -10.00
C 16.61 24.74 -7.04
C 22.27 26.28 0.67
C 21.25 25.55 -10.22
C 20.85 26.94 -9.74
C 14.26 25.70 -2.24
C 16.96 24.37 -8.49
C 21.07 26.73 -5.43
C 15.50 24.89 -2.63
C 23.30 27.19 -1.27
C 18.40 23.23 -7.10
C 19.95 30.86 -0.80
C 16.64 31.79 -7.16
C 17.51 31.95 -5.94
C 22.70 25.49 -9.76
C 19.70 28.17 -4.12
C 20.11 31.74 -2.03
H 18.39 31.31 -5.86
H 18.61 33.21 -2.72
H 14.51 32.42 -7.27
H 20.46 31.24 -2.93
H 22.59 25.12 -1.08
H 17.12 32.09 -8.09
H 14.60 31.38 -5.08
H 19.99 27.32 -10.29
H 18.11 31.56 -2.83
H 14.98 23.14 -1.46
H 18.72 26.30 -3.80
H 20.73 28.80 -5.92
H 21.55 26.65 -6.40
H 19.40 29.95 -1.07
H 21.56 26.14 -4.65
H 15.66 33.66 -6.78
H 22.76 25.22 -8.70
H 22.54 28.93 -0.12
H 19.27 23.89 -7.00
H 21.17 25.45 -11.31
H 21.51 28.48 -1.47
H 18.76 22.21 -6.96
H 21.67 25.48 1.12
H 16.10 24.17 -9.13
H 23.21 27.09 -2.35
H 20.62 24.78 -9.77
H 20.89 30.65 -0.30
H 23.93 27.26 -9.31
H 13.35 25.23 -2.63
H 18.26 33.40 -0.45
H 15.34 24.28 -3.52
H 17.84 33.00 -5.87
H 23.57 27.02 -11.01
H 17.95 27.20 -5.16
H 15.54 24.86 -6.85
H 16.67 23.62 -1.24
H 17.04 25.72 -6.84
H 19.20 29.14 -4.14
H 17.50 25.20 -8.96
H 16.57 22.78 -6.09
H 22.83 26.72 1.52
H 16.37 30.73 -7.29
H 20.61 26.89 -8.67
H 17.15 32.00 -0.65
H 15.03 32.99 -4.57
H 14.60 26.74 -0.34
H 13.36 25.47 -0.27
H 16.36 25.55 -2.75
H 14.27 26.69 -2.70
H 23.32 24.76 -10.27
H 21.81 28.61 -4.52
H 24.08 25.39 -0.25
H 24.28 27.63 -1.06
H 20.78 32.58 -1.87
H 19.94 28.01 -3.07
H 17.49 23.97 -5.20
*
```